No. 1
The following is a quantum chemistry calculation of 2 unconnected molecules or ions with the total composition CH5BO3S, from the OMol25 dataset.

Output
LUMO level = -0.0057 Ha
Energy relative to the best compared isomer or geometry (same formula, charge and spin) = 2.178 eV
Electronic energy = -689.88767 Ha
HOMO = -8.79 eV
HOMO-LUMO gap = 8.636 eV

Atoms and positions in Å:
B -1.59 0.24 0.00
C 2.64 -0.97 -0.34
O -0.72 1.28 -0.04
O -2.91 0.33 -0.13
O -1.21 -1.06 0.17
S 2.64 0.63 0.11
H 3.72 -1.34 -0.23
H -0.27 -1.30 0.48
H -1.11 2.18 0.27
H -3.19 -0.56 -0.38
H 1.20 0.67 0.30

Per-atom natural (NBO) charges, elementary charge units:
1 B 1.24
2 C -0.49
3 O -0.93
4 O -0.90
5 O -0.93
6 S 0.16
7 H 0.14
8 H 0.52
9 H 0.52
10 H 0.50
11 H 0.17


No. 2
The following is a quantum chemistry calculation of a gas-phase ion, C10H25FO2PS (charge -1), from the OMol25 dataset.

Output
LUMO level = 0.1182 Ha
Electronic energy = -1385.87088 Ha
HOMO = -4.17 eV
HOMO-LUMO gap = 7.383 eV
Total charge = -1

Atoms and positions in Å:
C 2.46 -2.10 1.81
C 1.92 -1.43 0.55
C 2.83 -1.70 -0.64
C 0.48 -1.90 0.29
C -0.32 -1.14 -0.77
P -1.08 0.60 -0.49
C -0.66 0.74 1.36
C 0.41 1.57 -1.15
C 0.43 3.05 -0.81
C 1.16 3.42 0.47
F 1.05 3.76 -1.88
S -3.13 -0.46 0.31
C -4.09 -0.99 -1.13
O -4.00 0.53 0.96
O -2.89 -1.71 1.06
H 2.31 -3.18 1.77
H 3.53 -1.91 1.95
H 1.94 -1.73 2.70
H 1.89 -0.35 0.73
H 3.84 -1.30 -0.48
H 2.92 -2.78 -0.81
H 2.43 -1.26 -1.56
H 0.53 -2.97 0.01
H -0.08 -1.87 1.22
H 0.26 -0.99 -1.69
H -1.18 -1.75 -1.06
H -1.66 0.38 -1.84
H -1.92 1.78 -0.38
H 0.42 0.73 1.53
H -1.09 -0.07 1.95
H -1.07 1.69 1.72
H 0.36 1.48 -2.24
H 1.34 1.09 -0.82
H -0.59 3.42 -0.80
H 1.91 4.18 0.23
H 0.49 3.84 1.22
H 1.67 2.57 0.91
H -3.68 -1.92 -1.52
H -5.11 -1.12 -0.77
H -4.06 -0.21 -1.90

Per-atom natural (NBO) charges, elementary charge units:
1 C -0.60
2 C -0.22
3 C -0.61
4 C -0.41
5 C -0.72
6 P 0.94
7 C -1.00
8 C -0.77
9 C 0.20
10 C -0.65
11 F -0.41
12 S 1.72
13 C -0.87
14 O -1.03
15 O -1.04
16 H 0.19
17 H 0.19
18 H 0.21
19 H 0.19
20 H 0.20
21 H 0.19
22 H 0.21
23 H 0.19
24 H 0.23
25 H 0.19
26 H 0.22
27 H -0.17
28 H -0.14
29 H 0.19
30 H 0.24
31 H 0.22
32 H 0.23
33 H 0.20
34 H 0.17
35 H 0.22
36 H 0.21
37 H 0.21
38 H 0.22
39 H 0.22
40 H 0.22


No. 3
The following is a quantum chemistry calculation of a molecular structure, C35H62IrN8O7P2S, from the OMol25 dataset.

Output
LUMO level (spin up / spin down) = -0.3530 / -0.4582 Ha
Energy relative to the best compared isomer or geometry (same formula, charge and spin) = 0.098 eV
Electronic energy = -3519.80094 Ha
HOMO (spin up / spin down) = -17.29 / -17.29 eV
HOMO-LUMO gap (spin up / spin down) = 7.687 / 4.822 eV
Spin multiplicity = 2
Total charge = +4

Atoms and positions in Å:
Ir -0.78 -0.40 -0.38
C 1.69 -0.27 4.40
C 0.98 1.07 4.32
C -0.52 1.02 4.45
O 1.37 1.75 3.08
P 0.92 1.69 1.60
O 0.61 0.29 1.10
C -0.51 2.76 1.40
P -1.01 2.94 -0.32
O -1.25 1.54 -0.85
O -2.23 3.88 -0.42
C -3.63 3.88 0.07
C -4.37 2.68 -0.49
C -3.67 3.99 1.57
O 0.11 3.58 -1.16
C 0.48 5.03 -1.33
C 0.48 5.75 -0.01
C -0.42 5.65 -2.38
O 2.02 2.45 0.82
C 3.47 2.25 0.63
C 3.67 1.41 -0.61
C 4.13 1.69 1.87
H 1.42 -0.77 5.32
H 2.77 -0.12 4.40
H 1.43 -0.90 3.55
H 1.39 1.74 5.08
H -0.98 0.44 3.64
H -0.95 2.02 4.46
H -0.79 0.54 5.40
H -0.32 3.72 1.87
H -1.34 2.27 1.92
H -4.01 4.80 -0.38
H -3.89 1.76 -0.16
H -4.40 2.71 -1.58
H -5.39 2.70 -0.12
H -3.44 3.03 2.06
H -4.67 4.27 1.88
H -2.99 4.75 1.94
H 1.49 4.94 -1.71
H -0.53 5.84 0.40
H 0.85 6.76 -0.16
H 1.14 5.27 0.71
H -1.43 5.78 -2.01
H -0.43 5.04 -3.29
H -0.02 6.63 -2.64
H 3.82 3.27 0.45
H 3.36 0.38 -0.42
H 4.72 1.42 -0.89
H 3.09 1.83 -1.43
H 3.80 0.66 2.06
H 3.93 2.29 2.75
H 5.21 1.68 1.70
C -4.35 -0.38 2.25
C -2.95 -0.79 1.91
O -2.39 -0.25 0.92
N -2.37 -1.73 2.63
C -0.97 -2.07 2.45
C -0.63 -2.96 1.28
C -0.60 -4.33 1.44
C -0.11 -5.15 0.43
C 0.40 -4.54 -0.70
C 0.30 -3.17 -0.82
N -0.26 -2.38 0.11
H -4.47 0.68 2.07
H -4.61 -0.62 3.28
H -5.04 -0.91 1.58
H -2.89 -2.15 3.38
H -0.63 -2.57 3.36
H -0.40 -1.15 2.35
H -0.93 -4.76 2.38
H -0.10 -6.22 0.55
H 0.85 -5.11 -1.50
H 0.66 -2.68 -1.71
C -1.77 -2.17 -2.73
N -2.72 -2.50 -3.75
C -4.00 -2.84 -3.12
N -4.50 -1.70 -2.35
C -3.56 -1.35 -1.32
N -2.19 -0.98 -1.88
C -2.46 0.17 -2.87
N -3.40 -0.20 -3.88
C -2.91 -1.35 -4.64
C -4.68 -0.56 -3.25
H -0.81 -1.93 -3.18
H -1.68 -3.02 -2.06
H -3.87 -3.70 -2.47
H -4.72 -3.09 -3.89
H -3.41 -2.20 -0.64
H -3.93 -0.49 -0.76
H -1.50 0.43 -3.32
H -2.83 1.01 -2.30
H -1.96 -1.09 -5.11
H -3.62 -1.61 -5.41
H -5.40 -0.82 -4.02
H -5.06 0.30 -2.69
S 4.31 -2.82 1.27
C 5.64 -3.84 1.58
N 6.90 -3.29 1.68
C 8.00 -3.99 1.93
C 7.92 -5.37 2.09
C 6.69 -5.99 2.00
C 5.55 -5.22 1.74
H 6.97 -2.28 1.57
H 8.93 -3.44 1.99
H 8.82 -5.93 2.29
H 6.60 -7.06 2.13
H 4.57 -5.69 1.67
C 1.85 -0.47 -4.98
C 2.35 0.17 -3.67
C 1.41 -0.05 -2.58
N 0.63 -0.27 -1.77
H 2.55 -0.24 -5.77
H 0.88 -0.06 -5.26
H 1.78 -1.55 -4.89
H 2.48 1.25 -3.78
H 3.31 -0.24 -3.37

Mulliken atomic charge list, values in e, 99 entries:
1 Ir 4.39
2 C -0.98
3 C 0.50
4 C -1.34
5 O -0.25
6 P -1.01
7 O -0.86
8 C 0.10
9 P -0.38
10 O -0.37
11 O -0.30
12 C 0.57
13 C -0.92
14 C -1.38
15 O -0.28
16 C 0.55
17 C -1.15
18 C -1.35
19 O -0.25
20 C 0.54
21 C -0.95
22 C -1.39
23 H 0.45
24 H 0.36
25 H -0.01
26 H 0.43
27 H 0.15
28 H 0.35
29 H 0.52
30 H 0.81
31 H -0.24
32 H 0.35
33 H -0.23
34 H 0.38
35 H 0.59
36 H 0.18
37 H 0.51
38 H 0.36
39 H 0.35
40 H 0.26
41 H 0.55
42 H 0.21
43 H 0.24
44 H 0.33
45 H 0.51
46 H 0.34
47 H 0.10
48 H 0.59
49 H 0.11
50 H 0.17
51 H 0.35
52 H 0.57
53 C -1.38
54 C 0.23
55 O -1.15
56 N 0.09
57 C -0.26
58 C 0.62
59 C -0.78
60 C -0.91
61 C -1.11
62 C -0.44
63 N 0.43
64 H 0.09
65 H 0.61
66 H 0.31
67 H 0.37
68 H 1.13
69 H -1.60
70 H 0.63
71 H 0.52
72 H 0.65
73 H 0.71
74 C -0.58
75 N 0.13
76 C -0.74
77 N 0.23
78 C -0.41
79 N 0.83
80 C -0.45
81 N 0.28
82 C -0.60
83 C -0.65
84 H -0.11
85 H 0.55
86 H 0.33
87 H 0.35
88 H 0.03
89 H -0.08
90 H 0.11
91 H -0.20
92 H 0.29
93 H 0.38
94 H 0.33
95 H 0.24
96 S 0.01
97 C 0.21
98 N -0.02
99 C -0.08


No. 4
The following is a quantum chemistry calculation of a molecular structure, CH4O4P, from the OMol25 dataset.

Output
LUMO level = 0.1454 Ha
Energy relative to the best compared isomer or geometry (same formula, charge and spin) = 1.058 eV
Electronic energy = -682.87827 Ha
HOMO = -5.14 eV
HOMO-LUMO gap = 9.100 eV
Total charge = -1

Atoms and positions in Å:
C 0.28 -0.21 0.62
O -1.43 -0.45 -1.37
O -2.15 0.80 0.77
O 1.79 0.76 -0.04
O 0.54 -1.42 0.25
P -1.13 0.57 -0.28
H 0.30 -0.11 1.64
H 2.36 -0.08 -0.09
H 0.13 -1.63 -0.71
H -0.68 1.76 -0.79

Per-atom natural (NBO) charges, elementary charge units:
1 C 0.10
2 O -1.19
3 O -1.17
4 O -0.94
5 O -0.69
6 P 1.96
7 H 0.16
8 H 0.43
9 H 0.52
10 H -0.17